{
  "formula": "C31H83N11O12",
  "method": "wB97M-V/def2-TZVPD",
  "symbols": ["C", "C", "C", "C", "C", "C", "C", "C", "C", "N", "O", "H", "H", "H", "H", "H", "H", "H", "H", "H", "H", "H", "H", "H", "H", "H", "H", "H", "H", "H", "C", "C", "C", "C", "C", "C", "C", "C", "C", "N", "O", "H", "H", "H", "H", "H", "H", "H", "H", "H", "H", "H", "H", "H", "H", "H", "H", "H", "H", "H", "C", "C", "C", "C", "C", "C", "C", "C", "C", "N", "O", "H", "H", "H", "H", "H", "H", "H", "H", "H", "H", "H", "H", "H", "H", "H", "H", "H", "H", "H", "N", "C", "N", "O", "H", "H", "H", "H", "N", "C", "N", "O", "H", "H", "H", "H", "N", "C", "N", "O", "H", "H", "H", "H", "N", "C", "N", "O", "H", "H", "H", "H", "O", "H", "H", "O", "H", "H", "O", "H", "H", "O", "H", "H", "O", "H", "H"],
  "positions_angstrom": [[18.929490, 18.496980, 7.075200], [18.766290, 17.625030, 5.797400], [19.249060, 18.502090, 4.589910], [19.741420, 16.387260, 5.835360], [19.250100, 15.323870, 6.860230], [17.779510, 14.884150, 6.541500], [16.835790, 16.101230, 6.504550], [15.554470, 15.541710, 5.814310], [16.325150, 16.404150, 7.930450], [17.433890, 17.171410, 5.664220], [16.537150, 18.205410, 5.466360], [19.931370, 18.871550, 7.285080], [18.201950, 19.306840, 7.021160], [18.764380, 17.917380, 7.983440], [18.960980, 18.013460, 3.659130], [18.787220, 19.489280, 4.574270], [20.309910, 18.734710, 4.497170], [19.699450, 15.884480, 4.869150], [20.749050, 16.751670, 6.035320], [19.992390, 14.525760, 6.849510], [19.281820, 15.653160, 7.898820], [17.532220, 14.190190, 7.344850], [17.655630, 14.232170, 5.676810], [15.263240, 14.633910, 6.342660], [15.652650, 15.345030, 4.746700], [14.684550, 16.198150, 5.834640], [17.182750, 16.788240, 8.482810], [15.979210, 15.544710, 8.504720], [15.509800, 17.124970, 7.869530], [16.278500, 18.076180, 4.550930], [14.959990, 28.993130, 5.607270], [15.812750, 28.235370, 6.744000], [15.181060, 28.295430, 8.178080], [15.882460, 26.774120, 6.304260], [16.790960, 26.532880, 5.095770], [18.194520, 27.069380, 5.416750], [18.276640, 28.553520, 5.972630], [19.638850, 28.678640, 6.679340], [18.306670, 29.450840, 4.747370], [17.173250, 28.815060, 6.920010], [17.199840, 30.133340, 7.507420], [13.892690, 29.038140, 5.823940], [15.358970, 29.995590, 5.452380], [15.049880, 28.571730, 4.606050], [15.534570, 27.439820, 8.753450], [15.337920, 29.213520, 8.744310], [14.096580, 28.237060, 8.085290], [16.214300, 26.138130, 7.124930], [14.917960, 26.394130, 5.967410], [16.890530, 25.447980, 5.130130], [16.417370, 26.888480, 4.135520], [18.959610, 26.971340, 4.646610], [18.493380, 26.289380, 6.117030], [19.528030, 28.142670, 7.621980], [20.010120, 29.651450, 7.001700], [20.502640, 28.310360, 6.125880], [18.443670, 30.515080, 4.938960], [17.345010, 29.402390, 4.236530], [18.913430, 29.250420, 3.864320], [16.844160, 30.715380, 6.831900], [7.410060, 28.746830, -1.298510], [8.413180, 29.659080, -1.974010], [9.139650, 28.950400, -3.169100], [7.630210, 30.840140, -2.678760], [7.254980, 31.974840, -1.723100], [8.473550, 32.518300, -0.969850], [9.216270, 31.353570, -0.174680], [10.528790, 32.027320, 0.323450], [8.351650, 31.017480, 1.094740], [9.490290, 30.238300, -1.097660], [10.357980, 29.240570, -0.588300], [6.597840, 28.391870, -1.932870], [7.968200, 27.835440, -1.084140], [7.073880, 29.030520, -0.301210], [9.809450, 28.226360, -2.705180], [8.513660, 28.518880, -3.950140], [9.889490, 29.584520, -3.642110], [8.314530, 31.188470, -3.452370], [6.675420, 30.481100, -3.062900], [6.705750, 32.821710, -2.134530], [6.530160, 31.587950, -1.006840], [8.123940, 33.289860, -0.283860], [9.077860, 33.084940, -1.678260], [11.145840, 32.222050, -0.553720], [11.135470, 31.435480, 1.008850], [10.110980, 32.954320, 0.716150], [8.655680, 30.048660, 1.491060], [7.295590, 31.058430, 0.827980], [8.473980, 31.825700, 1.815780], [9.763510, 28.763760, -0.004470], [2.539080, 19.507040, 4.452760], [3.540860, 20.329860, 4.360220], [3.197700, 21.510860, 4.777400], [4.694120, 20.022420, 4.038430], [1.651730, 19.907330, 4.721940], [2.670950, 18.553110, 4.148240], [2.246360, 21.702390, 4.497450], [3.977520, 22.152500, 4.793830], [12.303290, 23.090560, 1.354300], [11.213420, 23.179150, 2.041800], [10.912690, 21.919960, 2.297240], [10.762830, 24.126480, 2.611980], [12.443280, 22.176350, 0.948440], [12.653460, 23.857830, 0.798610], [11.403210, 21.197920, 1.789160], [10.156780, 21.584960, 2.877300], [14.995870, 28.641520, -4.376230], [15.330080, 27.415990, -4.769130], [16.224440, 27.512670, -5.656200], [14.719550, 26.377140, -4.469990], [15.485260, 29.441590, -4.751060], [14.227000, 28.768900, -3.733810], [16.709180, 26.685830, -5.974730], [16.507620, 28.467290, -5.825340], [10.785330, 22.854800, -5.958510], [10.192760, 22.051800, -5.149550], [10.525860, 22.177180, -3.870370], [9.182850, 21.389520, -5.364950], [10.638520, 22.903640, -6.956590], [11.585440, 23.249990, -5.485480], [11.482610, 22.497700, -3.825760], [10.099740, 21.412800, -3.366140], [6.814120, 15.879350, 3.110170], [6.221450, 15.403010, 3.691620], [6.597300, 16.801230, 3.249330], [13.159330, 18.239330, 0.644700], [13.825260, 18.136630, -0.035170], [12.538470, 17.529250, 0.481720], [12.155460, 20.812510, 7.082010], [12.102700, 21.101250, 6.170920], [13.081780, 20.612740, 7.217170], [7.017420, 25.790800, 4.833780], [7.758650, 25.667240, 4.240870], [7.396130, 25.717910, 5.709850], [6.220840, 19.295030, -0.278020], [5.318420, 19.036140, -0.464690], [6.187000, 19.663880, 0.604620]],
  "forces_ev_per_angstrom": [[0.1, -0.5, 0.3], [3.2, 0.9, 0.8], [-1.1, -0.1, -0.3], [-1.7, 0.1, 0.9], [0.0, 0.2, -0.8], [1.7, 0.1, 0.7], [-1.4, -1.7, -0.6], [-0.2, 0.5, -0.5], [1.2, 1.1, 0.0], [-0.7, -2.2, -0.3], [-0.6, 0.9, 0.1], [0.1, 0.3, -0.7], [0.1, 0.1, 0.2], [-0.5, -0.1, -0.1], [0.0, -0.1, -0.1], [-0.3, 0.0, 0.2], [0.2, -0.6, 0.6], [0.2, 0.2, -0.2], [0.0, -0.1, 0.0], [-0.3, -0.5, -0.2], [-0.1, 0.5, 0.0], [-0.5, 0.3, 0.3], [0.4, 0.5, -0.5], [0.0, -0.1, -0.1], [0.5, -0.3, 0.0], [0.1, 0.3, 0.5], [-0.3, 0.4, 0.4], [-0.1, -0.3, -0.5], [0.2, 0.2, 0.2], [-0.2, 0.2, -0.1], [0.7, 0.1, 0.7], [-0.6, 1.3, -0.1], [-0.7, 0.1, -0.9], [0.4, 0.2, -0.7], [0.9, 0.2, 0.5], [-0.3, 0.0, 0.9], [1.1, -0.6, -0.7], [0.1, -0.1, 1.2], [-1.6, 1.1, -1.3], [0.6, -0.8, 0.2], [0.0, -1.4, -0.8], [0.1, 0.1, 0.2], [-0.3, 0.3, 0.3], [0.2, -0.5, 0.2], [0.0, 0.1, 0.0], [0.5, 0.0, -0.3], [-0.1, -0.4, 0.0], [0.1, 0.0, 0.1], [-0.4, 0.3, 0.5], [-0.1, -0.1, -0.9], [-0.3, -0.1, 0.1], [-0.4, 0.2, -0.4], [0.6, 0.6, 0.9], [0.3, -0.4, 0.0], [-0.8, 0.5, -0.3], [-0.4, -0.5, -0.3], [0.2, 0.0, 0.4], [-0.6, 0.0, 0.2], [0.9, -0.6, 0.6], [-0.1, 0.4, -0.3], [1.0, -1.5, 0.8], [-0.3, 1.8, -1.6], [0.9, -0.2, 1.3], [0.5, 0.5, 1.1], [0.3, 0.0, 0.7], [-0.6, -1.1, 0.0], [-0.1, 1.0, 0.3], [-0.7, -0.7, -1.0], [0.2, 0.5, -1.2], [-0.5, 0.8, -1.5], [-0.8, 0.6, 0.2], [-0.1, 0.5, 0.0], [0.0, -0.5, 0.1], [-0.3, 0.6, -0.3], [-0.4, -0.7, -0.2], [-0.2, -0.1, 0.4], [-0.4, 0.6, 0.0], [-0.4, 0.2, -0.2], [0.4, -0.4, -0.5], [0.1, -0.1, -0.7], [0.0, -0.2, 0.2], [0.1, -0.2, 0.5], [0.6, -0.5, 0.0], [0.0, 0.2, 0.0], [-0.3, 0.1, 0.3], [0.9, 0.1, 0.5], [-0.2, 0.1, 0.3], [0.0, -0.5, 0.1], [0.3, -0.3, 0.2], [0.2, -0.7, 0.5], [-2.5, -2.9, -0.4], [4.1, -1.6, -0.5], [-0.5, 3.4, 0.8], [-0.5, -0.2, 0.0], [0.0, -0.9, 0.0], [-0.4, 0.3, 0.1], [0.4, 1.4, 0.4], [-0.7, 0.6, -0.3], [4.7, 1.2, -4.3], [-0.6, -0.4, 2.7], [-2.6, -4.3, 1.1], [-1.4, 2.2, 0.2], [0.6, 0.7, -0.3], [-0.1, 0.0, 0.3], [-0.6, -0.1, 0.4], [0.1, 0.6, -0.1], [-1.5, 2.2, 2.0], [-4.8, -2.3, 2.1], [4.7, -0.3, -4.0], [0.8, 0.7, 0.4], [-0.5, -0.1, 0.5], [0.2, 0.1, -0.2], [0.0, 0.5, -0.2], [0.9, -0.9, -0.7], [2.8, 2.2, -2.0], [-5.4, -2.0, 0.8], [1.7, 0.4, 1.3], [-0.1, -0.8, -1.4], [0.1, -0.2, 0.5], [0.2, 0.7, -1.3], [0.1, -0.5, 1.6], [0.7, 0.2, 0.6], [0.1, -0.1, -0.1], [-0.1, -0.1, 0.1], [0.0, 0.3, 0.0], [0.0, 0.3, 0.2], [0.2, 0.0, -0.2], [-0.2, -0.2, 0.0], [-0.2, 0.0, 0.2], [-0.1, 0.1, -0.2], [0.2, -0.1, 0.1], [-0.3, 0.1, 0.0], [0.2, -0.1, -0.2], [0.1, 0.0, 0.2], [0.2, 0.0, -0.2], [-0.2, -0.1, -0.1], [0.0, 0.1, 0.3]],
  "relative_energy_ev": 0.8137,
  "smiles": "CC1(C)CCCC(C)(C)N1O.CC1(C)CCCC(C)(C)N1O.CC1(C)CCCC(C)(C)N1O.NC(N)=O.NC(N)=O.NC(N)=O.NC(N)=O.O.O.O.O.O",
  "total_energy_ha": -2735.956839
}